# C53H46OP2PdS

A structure of composition C53H46OP2PdS in a non-equilibrium geometry (ωB97M-V/def2-TZVPD, the Open Molecules 2025 dataset).

Results
**E_HOMO**: -5.7 eV
**LUMO level**: -0.0677 Eh
**Charge**: 0
**Total energy**: -3331.21109 hartree
**HOMO-LUMO gap**: 3.9 eV

```
104
Properties=species:S:1:pos:R:3:forces:R:3
C -5.162981 5.071433 0.323085 -0.690 0.270 -0.964
C -3.993132 4.761686 1.186684 0.223 -0.116 0.280
S -4.258542 3.764232 2.523888 -0.520 -1.042 1.062
O -2.900618 5.230702 0.920438 0.991 0.669 -0.706
H -4.826785 5.572471 -0.588348 0.004 0.048 0.047
H -5.691254 4.157699 0.045559 -0.063 0.059 0.134
H -5.862763 5.728369 0.843101 -0.001 -0.102 0.051
C -4.174371 -0.236474 -3.488064 -0.055 -0.021 -0.029
C -4.147135 -0.708426 -2.185508 -0.176 -0.129 -0.075
C -3.267880 -0.174034 -1.273919 0.570 0.486 0.098
C -2.362654 0.832191 -1.658545 -0.280 -0.176 -0.634
C -1.415725 1.377959 -0.701165 1.114 0.418 0.490
C -0.260421 2.131623 -1.048922 -0.184 0.846 -0.385
C 0.757774 2.595723 -0.148672 -1.161 -0.557 0.318
C 0.592317 3.094850 1.209205 -0.216 0.748 0.301
C 1.722260 3.464980 1.958937 -0.268 -0.257 -0.504
C 1.582245 4.100511 3.168819 0.193 0.022 0.147
C 0.323385 4.353886 3.682172 0.016 0.012 -0.024
C -0.802092 3.972720 2.976480 -0.039 0.033 0.501
C -0.673193 3.378524 1.744898 0.416 -0.180 -0.525
Pd 0.497012 0.380868 -0.164397 0.413 -0.684 -0.186
P 1.109007 -0.905119 -2.039885 -0.670 0.690 1.364
C 0.948756 0.210568 -3.448672 0.244 -1.314 -0.090
C 0.006939 -0.035035 -4.422285 -0.308 -0.059 -0.398
C -0.141260 0.843048 -5.480869 -0.076 -0.011 -0.065
C 0.658131 1.965649 -5.562491 -0.182 0.020 -0.273
C 1.604166 2.207287 -4.587284 0.294 0.075 0.278
C 1.752243 1.326582 -3.529930 0.314 0.498 -0.160
C 2.843999 -1.365770 -1.915119 -0.636 0.005 -0.528
C 3.542102 -1.759515 -3.033552 0.603 -0.164 -0.394
C 4.888248 -2.065271 -2.935766 -0.081 -0.082 -0.325
C 5.536519 -1.949124 -1.722373 0.130 -0.029 0.086
C 4.835405 -1.545455 -0.602200 0.010 0.021 0.142
C 3.483790 -1.264858 -0.700137 0.294 -0.065 0.374
C 0.087524 -2.354206 -2.310593 0.615 0.379 -0.621
C 0.439331 -3.249713 -3.293630 -0.108 -0.668 -0.417
C -0.358685 -4.349421 -3.549856 0.238 -0.081 -0.204
C -1.500948 -4.557944 -2.801747 -0.103 -0.150 -0.011
C -1.848701 -3.662177 -1.810347 -0.146 0.053 0.134
C -1.060810 -2.547985 -1.578347 -0.408 -0.116 0.051
P 0.528795 -0.787206 1.892114 0.031 1.031 -0.768
C -1.180332 -0.875172 2.493505 0.817 -0.461 0.024
C -1.785919 -2.086283 2.746231 -0.213 -0.518 0.092
C -3.077768 -2.124384 3.240278 0.003 -0.196 -0.020
C -3.767727 -0.950604 3.466101 -0.166 -0.116 0.001
C -3.169220 0.262940 3.191744 -0.033 0.306 0.052
C -1.869943 0.297265 2.715909 -0.267 0.414 0.012
C 1.195149 -2.465813 1.833721 0.011 0.576 0.747
C 2.282689 -2.808415 2.609745 0.363 -0.219 0.272
C 2.771282 -4.102814 2.591309 0.147 0.008 0.091
C 2.174236 -5.057599 1.790774 0.157 -0.180 -0.013
C 1.101015 -4.711917 0.993141 -0.132 0.097 -0.053
C 0.618885 -3.413298 1.021591 -0.291 -0.530 -0.381
C 1.486354 0.142468 3.111551 -0.578 -0.801 0.219
C 0.949580 0.473636 4.338941 -0.018 0.052 0.407
C 1.739234 1.082310 5.298920 -0.177 -0.040 0.132
C 3.066871 1.346253 5.032881 0.139 0.057 0.175
C 3.600189 1.035660 3.798437 0.035 -0.229 -0.267
C 2.804930 0.430386 2.838536 0.537 0.245 0.141
C -2.397509 1.275770 -2.991597 0.263 -0.004 0.633
C -3.290553 0.748053 -3.893079 -0.204 -0.098 -0.073
H -4.896985 -0.627027 -4.184936 -0.081 -0.138 -0.137
H -4.814333 -1.503739 -1.891500 -0.121 -0.026 0.086
H -3.234735 -0.548959 -0.263445 -0.077 0.009 0.292
H -1.652691 1.219249 0.349213 -0.320 0.362 -0.105
H -0.051565 2.231826 -2.116741 -0.070 0.061 0.385
H 1.712616 2.865939 -0.613107 -0.230 -0.259 0.048
H 2.699990 3.245311 1.567464 0.325 0.036 -0.128
H 2.455272 4.418728 3.711603 0.238 0.008 0.125
H 0.218494 4.886306 4.612590 -0.023 0.030 0.219
H -1.782965 4.146630 3.388322 -0.272 0.116 -0.222
H -1.548852 3.196918 1.150286 -0.366 0.105 0.034
H -0.620766 -0.907424 -4.343620 -0.136 -0.136 -0.089
H -0.883780 0.654001 -6.237489 -0.141 -0.060 -0.154
H 0.544789 2.647851 -6.389042 -0.006 0.122 -0.112
H 2.232214 3.080032 -4.654061 0.113 0.150 0.026
H 2.487583 1.509401 -2.762543 0.211 0.084 0.127
H 3.041219 -1.807666 -3.986099 0.004 0.004 -0.234
H 5.429633 -2.394655 -3.807526 0.098 -0.007 -0.150
H 6.588919 -2.173329 -1.652116 0.140 -0.027 0.026
H 5.344097 -1.445892 0.342879 0.038 -0.013 0.184
H 2.914067 -0.978725 0.166456 -0.082 0.082 0.174
H 1.336634 -3.088054 -3.864446 0.145 -0.058 -0.184
H -0.088862 -5.040856 -4.331546 0.048 -0.126 -0.102
H -2.117690 -5.421595 -2.994465 -0.094 -0.108 -0.003
H -2.728195 -3.837471 -1.210847 -0.159 0.044 0.063
H -1.332594 -1.836777 -0.817814 -0.031 0.145 0.154
H -1.247088 -3.001077 2.567027 0.008 -0.201 0.103
H -3.537733 -3.072344 3.463436 -0.085 -0.203 0.005
H -4.773970 -0.984525 3.852321 -0.137 0.041 0.044
H -3.711148 1.182123 3.345900 0.004 0.250 -0.042
H -1.376820 1.239104 2.543796 -0.040 0.302 0.000
H 2.743717 -2.064375 3.235727 0.108 0.035 0.216
H 3.607522 -4.371133 3.218453 0.114 -0.008 0.055
H 2.546781 -6.070114 1.789556 0.050 -0.121 -0.012
H 0.630681 -5.454592 0.366558 -0.082 -0.029 -0.104
H -0.235839 -3.151728 0.426695 -0.070 -0.040 -0.071
H -0.069741 0.209384 4.562533 -0.184 0.051 0.107
H 1.328472 1.304357 6.272064 -0.077 0.073 0.067
H 3.700480 1.754231 5.802369 0.080 0.203 0.110
H 4.640665 1.225214 3.593750 0.183 0.065 -0.058
H 3.230279 0.131342 1.897108 0.167 0.085 -0.314
H -1.709521 2.036482 -3.311487 0.092 0.244 -0.086
H -3.299692 1.093361 -4.914676 -0.018 0.112 -0.104
```
Forces are in eV/Å.

---

# C53H47CoF2IOPSi

A structure of composition C53H47CoF2IOPSi in a non-equilibrium geometry (ωB97M-V/def2-TZVPD, the Open Molecules 2025 dataset).

Results
**E_HOMO (alpha / beta)**: -4.3 / -4.8 eV
**LUMO level (alpha / beta)**: 0.0754 / 0.0755 Eh
**<S²>**: 0.85
**Charge**: -1
**Total energy**: -4634.20513 hartree
**HOMO-LUMO gap (alpha / beta)**: 6.4 / 6.8 eV
**2S+1**: 2

```
107
Properties=species:S:1:pos:R:3:forces:R:3
Co -0.560871 0.758198 -0.178123 -0.372 -0.435 -0.866
I -1.344150 4.051476 1.748657 0.214 -0.522 0.236
C -1.283187 3.422205 3.748494 0.372 -0.090 -0.162
C -2.218293 4.051138 4.520823 -0.142 -0.031 0.268
C -2.214699 3.942579 5.924834 -0.202 0.114 -0.096
C -1.214522 3.256884 6.527934 0.093 -0.033 0.143
C -0.229129 2.582373 5.767627 -0.065 0.011 -0.403
C 0.813072 1.940368 6.470724 -0.065 0.035 0.103
C 1.787489 1.280200 5.800970 0.235 -0.114 0.000
C 1.693871 1.155138 4.405727 0.086 0.002 0.028
C 0.690577 1.714662 3.655064 -0.373 -0.009 -0.081
P 0.655295 1.044346 1.883474 0.451 0.505 0.079
C 2.332314 1.640771 1.367495 0.009 -0.026 0.142
C 2.372995 2.910117 0.787928 -0.035 0.029 -0.122
C 3.583785 3.497194 0.441805 0.002 -0.033 0.020
C 4.777049 2.822576 0.667013 -0.044 0.003 -0.029
C 4.747427 1.550206 1.220825 -0.012 -0.055 -0.030
C 3.535478 0.961216 1.560429 0.000 0.037 0.034
C 0.914849 -0.756463 2.178633 0.002 0.055 0.046
C 0.405096 -1.418744 3.296406 -0.001 -0.045 -0.036
C 0.548785 -2.794095 3.427211 0.031 0.034 -0.034
C 1.198396 -3.528226 2.440448 -0.071 0.036 0.040
C 1.667534 -2.884387 1.304511 -0.020 -0.004 -0.044
C 1.510518 -1.510366 1.164224 0.015 0.058 -0.043
C -0.274005 2.561023 4.326048 -0.206 0.100 0.235
H -2.959077 4.674067 4.035297 0.043 -0.011 0.078
H -2.973134 4.446578 6.511976 0.005 -0.007 -0.059
H -1.142404 3.218993 7.610559 0.011 -0.030 -0.074
H 0.820794 2.001458 7.554380 -0.022 0.003 -0.060
H 2.606572 0.809888 6.333329 -0.027 0.008 -0.065
H 2.436179 0.545615 3.912322 0.033 -0.058 -0.042
H 1.445283 3.438035 0.586339 0.059 -0.056 0.033
H 3.592072 4.480745 -0.015717 -0.016 -0.068 0.027
H 5.723329 3.276717 0.391406 -0.072 -0.029 0.026
H 5.671211 1.002410 1.379713 -0.075 0.040 -0.025
H 3.536535 -0.045835 1.960056 -0.021 0.022 0.050
H -0.114330 -0.862379 4.068002 0.037 -0.015 -0.013
H 0.153964 -3.291992 4.305974 -0.006 0.026 -0.054
H 1.314649 -4.601021 2.547163 0.003 0.051 -0.001
H 2.148111 -3.455465 0.516265 -0.043 0.080 0.024
H 1.840350 -1.019988 0.250747 -0.005 -0.054 0.063
C -5.828943 -1.645145 4.132127 0.037 0.012 -0.038
C -5.651053 -2.013801 2.802732 0.038 0.028 -0.014
C -4.621176 -1.472560 2.045010 0.031 0.077 0.066
C -3.724626 -0.546716 2.599977 0.137 -0.034 -0.030
C -3.932494 -0.176178 3.935235 0.025 -0.022 0.036
C -4.962891 -0.715853 4.693648 0.017 0.001 -0.044
C -2.595540 0.086062 1.871120 -0.326 -0.426 -0.010
C -2.046194 -0.203180 0.683478 0.143 0.659 -0.069
C -2.335798 -1.389091 -0.143466 -0.146 -0.097 0.189
C -1.937715 -2.657718 0.293617 0.073 -0.110 -0.023
C -2.086066 -3.775930 -0.518227 0.004 0.062 0.046
C -2.647892 -3.656326 -1.784237 0.040 0.010 0.063
C -3.066861 -2.405419 -2.219851 -0.008 0.083 -0.019
C -2.911428 -1.286321 -1.411119 -0.089 0.026 -0.110
H -6.636744 -2.069114 4.718175 0.035 0.011 -0.027
H -6.326220 -2.731217 2.347250 0.036 0.047 0.011
H -4.515364 -1.760455 1.008686 0.001 -0.018 0.002
H -3.262536 0.555974 4.381343 -0.046 -0.042 -0.032
H -5.093067 -0.410293 5.726619 0.025 0.010 -0.044
H -2.171093 0.915855 2.427925 -0.033 0.258 0.008
H -1.508627 -2.750840 1.287470 0.029 -0.014 -0.076
H -1.756610 -4.747281 -0.160800 -0.018 0.061 -0.010
H -2.745637 -4.523548 -2.427849 0.005 0.047 0.032
H -3.500617 -2.299483 -3.209672 0.002 0.017 0.068
H -3.246816 -0.308558 -1.745285 0.061 -0.058 -0.034
F -2.951466 2.327147 -0.823411 0.401 0.070 -0.136
C -1.607559 2.110969 -1.150185 -0.090 -0.236 0.941
F -0.994520 3.398654 -1.005795 -0.169 -0.306 -0.407
H -1.593290 1.922455 -2.220507 0.003 0.091 -0.236
C 3.654608 -0.069898 -2.084932 0.031 0.002 0.136
C 2.916648 0.562544 -3.267718 0.021 0.056 -0.127
C 3.653788 0.165939 -4.556484 -0.059 0.004 0.043
C 2.922271 2.089421 -3.096461 -0.056 0.027 0.027
Si 1.116368 -0.061824 -3.152457 0.039 -0.020 -0.136
O 0.537116 0.154792 -1.686266 0.023 0.232 0.369
C 1.135869 -1.902225 -3.594510 -0.035 -0.156 -0.006
C 0.983245 -2.872511 -2.598967 -0.045 0.085 0.089
C 1.029926 -4.230932 -2.896708 0.007 0.028 -0.067
C 1.227414 -4.647508 -4.207968 -0.003 0.115 0.020
C 1.362298 -3.699837 -5.218756 -0.022 0.031 0.078
C 1.310612 -2.344780 -4.912245 -0.001 -0.034 0.095
C 0.035139 0.705142 -4.515558 -0.105 0.116 -0.038
C 0.470707 1.449682 -5.617087 -0.079 0.003 0.043
C -0.423177 1.937489 -6.567702 -0.032 -0.064 0.063
C -1.784035 1.694645 -6.435338 0.071 -0.030 0.055
C -2.244178 0.955013 -5.351027 0.076 0.000 0.008
C -1.343427 0.467707 -4.412725 0.054 -0.062 -0.006
H 4.692403 0.291574 -2.037875 -0.067 -0.032 -0.013
H 3.679419 -1.164851 -2.166537 -0.007 0.119 0.020
H 3.163091 0.193114 -1.143464 0.090 -0.024 -0.046
H 4.670226 0.584779 -4.552329 -0.050 -0.031 0.023
H 3.155902 0.525131 -5.462120 0.068 -0.035 0.080
H 3.740813 -0.922234 -4.639561 -0.001 0.087 0.003
H 3.950957 2.461432 -2.970588 -0.098 -0.045 -0.020
H 2.346337 2.387169 -2.210340 0.107 -0.041 -0.124
H 2.482370 2.596775 -3.963068 0.066 -0.039 0.128
H 0.791214 -2.548562 -1.574957 0.053 -0.058 -0.175
H 0.900273 -4.964643 -2.107367 -0.014 0.040 -0.028
H 1.259938 -5.704550 -4.446036 0.006 0.012 0.004
H 1.498079 -4.018731 -6.246458 -0.004 0.001 0.022
H 1.395907 -1.614475 -5.715606 -0.006 -0.084 0.078
H 1.525425 1.669519 -5.744668 -0.105 -0.007 0.015
H -0.054972 2.510136 -7.412012 -0.005 -0.002 0.031
H -2.481753 2.081660 -7.169403 0.019 -0.016 0.018
H -3.304809 0.761692 -5.234767 0.026 0.005 -0.001
H -1.708943 -0.118097 -3.570932 0.014 0.086 -0.101
```
Forces are in eV/Å.